104
Properties=species:S:1:pos:R:3 method="wB97M-V/def2-TZVPD" fmax_ev_per_a=3.24 e_above_lowest_kj_mol=258.8 total_charge=+1 multiplicity=2
Ce 0.73 0.56 -1.09
C 2.91 -1.71 1.23
C 2.00 -0.55 1.39
N 2.30 0.56 0.70
N 2.18 1.78 1.43
C 2.29 2.92 0.71
S 2.04 3.07 -1.02
S 2.30 4.48 1.58
C 3.63 5.43 0.77
C 4.82 4.80 0.08
C 5.31 5.30 -1.12
C 6.54 4.84 -1.67
C 7.19 3.79 -0.98
C 6.67 3.25 0.19
C 5.53 3.74 0.74
C 0.80 -0.61 2.29
C 0.93 -1.09 3.61
C 0.00 -0.84 4.59
C -1.10 -0.03 4.31
C -1.29 0.53 2.98
C -0.42 0.15 1.98
O -0.69 0.44 0.71
H 2.77 -2.48 1.98
H 3.96 -1.47 1.00
H 2.51 -2.15 0.22
H 3.98 6.15 1.58
H 3.07 6.08 0.13
H 4.75 6.15 -1.58
H 6.87 5.38 -2.60
H 8.09 3.40 -1.41
H 7.24 2.47 0.69
H 5.23 3.40 1.71
H 1.81 -1.79 3.75
H 0.20 -1.24 5.58
H -1.97 0.12 5.05
H -2.19 1.06 2.76
C -1.36 1.54 -3.11
C -1.47 0.05 -3.39
N -0.30 -0.74 -3.12
C 0.66 -1.06 -4.22
C 2.14 -0.82 -3.77
N 2.39 0.46 -3.10
C 2.29 1.66 -3.94
C 0.85 2.17 -4.14
N -0.01 2.06 -3.00
H -1.88 2.10 -3.96
H -1.97 1.82 -2.25
H -2.35 -0.41 -2.83
H -1.63 0.08 -4.49
H -0.51 -1.71 -2.70
H 0.54 -2.12 -4.47
H 0.48 -0.33 -5.07
H 2.64 -1.70 -3.20
H 2.69 -0.79 -4.71
H 3.29 0.38 -2.58
H 2.99 2.48 -3.56
H 2.69 1.49 -4.99
H 0.94 3.25 -4.34
H 0.24 1.81 -5.05
H -0.05 2.98 -2.52
C -2.88 -8.02 -2.24
C -1.96 -6.98 -2.92
N -0.61 -7.12 -2.48
C 0.24 -8.15 -3.03
C 0.88 -7.75 -4.37
C 0.10 -6.13 -1.88
O 1.32 -6.02 -1.89
C -0.65 -4.91 -1.30
C -1.79 -4.97 -0.60
C -2.41 -3.78 -0.23
C -1.79 -2.58 -0.39
N -0.54 -2.51 -0.95
C 0.05 -3.67 -1.23
H -3.90 -7.59 -2.12
H -2.49 -8.28 -1.27
H -2.91 -8.94 -2.86
H -2.29 -5.98 -2.61
H -1.99 -7.07 -4.05
H -0.26 -9.09 -3.13
H 1.00 -8.21 -2.24
H 0.01 -7.29 -4.96
H 1.29 -8.59 -4.96
H 1.75 -7.08 -4.17
H -2.25 -5.91 -0.28
H -3.48 -3.75 0.18
H -2.18 -1.60 -0.05
H 1.02 -3.66 -1.63
C -3.71 6.57 6.23
Te -2.00 5.37 5.59
C -3.48 3.85 5.36
C -4.83 4.35 5.83
C -5.96 3.55 5.96
C -7.18 4.08 6.31
C -7.30 5.43 6.64
C -6.10 6.23 6.62
C -4.94 5.68 6.24
H -3.73 7.51 5.60
H -3.46 6.92 7.23
H -3.10 2.97 5.92
H -3.56 3.59 4.28
H -5.88 2.50 5.96
H -8.07 3.44 6.28
H -8.32 5.78 6.93
H -5.95 7.28 6.93


25
Properties=species:S:1:pos:R:3 method="wB97M-V/def2-TZVPD" fmax_ev_per_a=5.25 e_above_lowest_kj_mol=289.4
C -2.13 -1.49 1.26
C -1.51 -0.86 0.21
C -1.07 -1.22 -1.05
C -0.03 -0.27 -1.37
C -1.83 -0.69 2.53
C -0.75 0.34 0.74
C 1.51 -0.88 0.27
C 0.50 0.34 0.00
C -0.02 0.31 -2.81
C 1.23 1.67 -0.11
N -0.81 0.22 2.14
O -2.19 -0.87 3.69
O 2.83 -0.71 -0.11
S 0.61 -1.97 -1.02
H -2.78 -2.40 1.28
H -1.29 1.20 0.45
H 1.55 -1.23 1.27
H -0.68 1.11 -2.65
H -0.38 -0.46 -3.51
H 1.07 0.59 -3.03
H 2.28 1.61 -0.28
H 0.93 2.32 0.78
H 0.83 2.20 -0.96
H -0.72 0.96 2.74
H 2.84 0.17 -0.44


14
Properties=species:S:1:pos:R:3 method="wB97M-V/def2-TZVPD" fmax_ev_per_a=1.00 e_above_lowest_kj_mol=103.3 total_charge=-1
C -0.82 -1.93 -0.90
O -0.44 -1.70 -2.18
H -0.98 -0.98 -0.35
H -0.09 -2.50 -0.26
H -1.80 -2.48 -0.82
C 0.64 0.52 1.47
C 0.59 0.82 0.01
C 0.21 2.00 -0.47
H -0.02 1.20 2.02
H 1.63 0.52 1.92
H 0.22 -0.47 1.64
H 0.92 0.06 -0.71
H 0.17 2.20 -1.54
H -0.22 2.76 0.17


18
Properties=species:S:1:pos:R:3 method="wB97M-V/def2-TZVPD" fmax_ev_per_a=2.81 e_above_lowest_kj_mol=8.2 multiplicity=2
C 0.02 0.27 1.10
C -0.59 -0.51 -0.09
C 0.46 -1.56 -0.71
O 1.51 -0.90 -1.18
C -1.04 1.19 1.71
O -0.32 2.29 2.33
H 0.51 -0.42 1.77
H 0.71 0.90 0.54
H -0.87 0.12 -0.94
H -1.46 -1.12 0.20
H 0.84 -1.94 0.27
H -0.04 -2.24 -1.41
H -1.67 0.72 2.46
H -1.58 1.66 0.90
H -0.34 2.22 3.29
H 1.47 0.11 -2.75
H 1.09 -0.86 -3.80
O 1.30 0.08 -3.71